# C4H9NO2

A molecular structure, C4H9NO2 (ωB97M-V with the def2-TZVPD basis set, the OMol25 dataset).

Each line ends with the Mulliken charge.
Cartesian coordinates (Å):
1 O -1.283 0.031 -3.198  -0.6297
2 O 1.229 -1.122 -0.010  -0.5476
3 N -0.784 0.501 -1.216  -0.3540
4 C 0.856 0.109 0.580  0.4459
5 C -1.308 -0.402 -1.993  -0.0423
6 C -0.593 0.448 0.217  -0.6855
7 C 1.033 -0.038 2.080  -1.3348
8 H 1.506 0.921 0.212  0.2041
9 H 2.074 -0.276 2.311  0.3220
10 H -0.749 0.993 -2.463  0.5337
11 H 1.208 -0.995 -0.968  0.3260
12 H -1.249 -0.319 0.648  0.3403
13 H 0.762 0.887 2.600  0.3718
14 H 0.401 -0.848 2.460  0.3569
15 H -1.716 -1.375 -1.707  0.3815
16 H -0.875 1.414 0.649  0.3117

Calculated values
E_HOMO = -9.6 eV
2S+1 = 1
Kohn-Sham gap = 10.5782 eV
LUMO level = 0.0346 hartree
ΔE to the lowest compared entry with this formula, charge and spin = 270.3 kJ/mol